{
  "formula": "C5H8O",
  "method": "ωB97M-V with the def2-TZVPD basis set",
  "symbols": ["C", "C", "C", "C", "O", "C", "H", "H", "H", "H", "H", "H", "H", "H"],
  "positions_angstrom": [[0.33, 1.65, 0.26], [-0.30, 0.31, 0.36], [-0.65, -0.56, -0.65], [-1.04, -1.76, -0.06], [-0.99, -1.72, 1.27], [-0.59, -0.39, 1.65], [-0.36, 2.47, 0.54], [0.68, 1.84, -0.76], [1.19, 1.72, 0.93], [-0.62, -0.37, -1.72], [5.02, -0.08, -5.85], [-1.34, -2.70, -0.50], [0.26, -0.46, 2.33], [-1.44, 0.05, 2.20]],
  "max_force_ev_per_a": 1.40,
  "homo_ha": [-0.3544, -0.2267],
  "relative_energy_ev": 4.7536,
  "orbital_gap_ev": [10.47, 7.20],
  "lumo_ev": [0.83, 1.03],
  "energy_ev": -7357.5017
}